# 1
The following is a quantum chemistry calculation of one molecule with the formula C4H8O, from OMol25.

Geometry as XYZ:
```
13
Properties=species:S:1:pos:R:3
C -1.73692 -0.21463 -0.27040
C 0.57821 0.66255 -1.08192
C 1.53841 0.41994 0.10650
C 0.43292 -0.27342 0.88495
O -0.36846 -0.60182 -0.29265
H -2.09771 -0.36420 -1.28883
H -2.30170 -0.83562 0.43368
H -1.79207 0.84966 -0.02769
H 0.91204 0.05346 -1.93983
H 2.40066 -0.24297 -0.05539
H 1.89051 1.34553 0.57473
H -0.14071 0.39495 1.53504
H 0.68482 -1.19343 1.42180
```

Properties
Calculated total energy ... -6320.4055 eV
Total charge ... 0
Energy above the lowest of the compared OMol25 structures with the same formula, charge and spin ... 109.8 kcal/mol
Kohn-Sham gap ... 8.47 eV

natural (NBO) population analysis, charges in e, atoms 1 to 5:
1 C -0.246
2 C -0.227
3 C -0.526
4 C -0.048
5 O -0.445

=====

# 2
The following is a quantum chemistry calculation of one molecule with the formula C21H22N2O2, from OMol25.

Geometry as XYZ:
```
47
Properties=species:S:1:pos:R:3
C -5.28311 -2.54703 0.08176
C -3.86225 -2.07740 0.00681
C -3.02020 -2.17297 1.10791
C -1.70470 -1.75510 1.03818
C -1.19642 -1.22382 -0.14103
C -2.03100 -1.14724 -1.25416
C -3.34626 -1.56565 -1.17723
H -3.97952 -1.50084 -2.05119
H -1.63826 -0.78593 -2.19663
C 0.20970 -0.77302 -0.21286
C 0.51558 0.53361 -0.46618
N 1.79209 0.99562 -0.57394
C 2.83994 0.17424 -0.20862
C 4.14930 0.66286 -0.11204
C 5.18499 -0.17496 0.23756
C 4.95537 -1.52144 0.50127
C 3.67275 -2.01001 0.42707
C 2.60487 -1.18057 0.07778
C 1.25224 -1.75474 0.02924
O 1.03276 -2.94641 0.20613
H 3.44526 -3.04483 0.63492
H 5.77581 -2.16917 0.76923
H 6.18558 0.22483 0.31265
H 4.35741 1.70639 -0.28197
C 2.06304 2.29707 -1.14228
H 2.91164 2.22383 -1.82295
H 1.19451 2.62828 -1.70812
H 2.26928 3.03501 -0.36491
N -0.53329 1.46244 -0.61932
C -0.68273 2.57631 0.17028
O 0.20872 3.01379 0.85968
C -2.04108 3.26740 0.05213
C -2.36743 3.92215 1.39527
H -2.59677 3.15952 2.13618
H -3.22327 4.58519 1.29902
H -1.51345 4.49467 1.74637
C -3.19033 2.36755 -0.40020
H -3.26584 1.48077 0.22777
H -3.09176 2.06435 -1.44114
H -4.12520 2.91713 -0.31158
H -1.90078 4.06290 -0.69179
H -1.38722 1.02977 -0.94590
H -1.06113 -1.83801 1.90046
H -3.40090 -2.58172 2.03305
H -5.34207 -3.59641 -0.20884
H -5.66928 -2.45706 1.09451
H -5.91820 -1.97592 -0.59217
```

Properties
Calculated total energy ... -29210.6778 eV
Total charge ... 0
Structure (SMILES) ... Cc1ccc(-c2c(NC(=O)C(C)C)n(C)c3ccccc3c2=O)cc1
Energy above the lowest of the compared OMol25 structures with the same formula, charge and spin ... 8.2 kcal/mol
Kohn-Sham gap ... 8.49 eV

natural (NBO) population analysis, charges in e, atoms 1 to 5:
1 C -0.626
2 C -0.022
3 C -0.198
4 C -0.195
5 C 0.042

=====

# 3
The following is a quantum chemistry calculation of a 3-piece molecular cluster, C16H37BClFNO7 overall in a non-equilibrium geometry, from OMol25.

Geometry as XYZ:
```
64
Properties=species:S:1:pos:R:3
N 3.29953 5.38370 0.11207
C 3.03030 4.04007 -0.45045
C 2.22521 3.14468 0.50008
B 0.66387 3.00076 0.11618
F 0.50090 2.55925 -1.21163
Cl -0.06986 1.58995 1.24370
C -0.28152 4.31301 0.40253
C 0.13531 5.55955 -0.29102
O 0.14657 5.74379 -1.50454
H 2.89289 6.09969 -0.47256
H 2.84517 5.46965 1.00932
H 3.98841 3.57830 -0.68870
H 2.49122 4.16164 -1.38949
H 2.65701 2.14107 0.47294
H 2.35975 3.48028 1.53178
H -0.38703 4.51294 1.46799
H -1.28006 4.06330 0.03095
H 0.46347 6.39581 0.36917
C -3.18179 -2.44854 -6.29657
O -2.46279 -1.40609 -5.68403
C -2.38266 -0.19979 -6.42050
C -2.77208 1.02579 -5.61891
O -4.13493 1.11067 -5.24232
C -4.62703 0.25892 -4.22095
C -4.11469 0.54367 -2.82370
O -2.75232 0.23249 -2.66894
C -1.95285 1.25204 -2.06467
H -2.52436 -3.06983 -6.91577
H -3.60448 -3.07222 -5.50734
H -4.00478 -2.06990 -6.91123
H -3.00867 -0.25444 -7.31859
H -1.34175 -0.06345 -6.74000
H -2.61921 1.87998 -6.28487
H -2.10911 1.17180 -4.76511
H -4.49489 -0.79392 -4.48122
H -5.70469 0.44751 -4.20535
H -4.69703 -0.08216 -2.13075
H -4.31160 1.59167 -2.57311
H -2.32379 2.25158 -2.30909
H -0.94157 1.16233 -2.44775
H -1.91820 1.12756 -0.98158
C 3.94822 -3.47098 6.80697
O 3.71395 -3.40603 5.42036
C 3.51101 -4.64577 4.77152
C 2.26720 -4.67610 3.90584
O 1.03225 -4.60859 4.59244
C 0.62727 -3.38087 5.17924
C 0.26118 -2.27358 4.21279
O 1.37386 -1.76822 3.51373
C 1.20708 -1.65485 2.10547
H 5.01898 -3.56382 7.02096
H 3.58581 -2.54273 7.25057
H 3.41283 -4.30506 7.27166
H 3.45942 -5.46173 5.50139
H 4.37086 -4.83213 4.11489
H 2.25939 -5.66004 3.42705
H 2.32257 -3.93696 3.10464
H 1.35418 -3.03439 5.91708
H -0.28495 -3.63114 5.72826
H -0.17509 -1.45662 4.80416
H -0.50933 -2.63312 3.52258
H 0.56535 -2.45286 1.71562
H 2.19317 -1.75569 1.64821
H 0.78891 -0.68188 1.82858
```

Properties
Calculated total energy ... -48931.7855 eV
Total charge ... -1
Kohn-Sham gap ... 8.09 eV

natural (NBO) population analysis, charges in e, atoms 1 to 5:
1 N -0.853
2 C -0.215
3 C -0.734
4 B 0.741
5 F -0.545

=====

# 4
The following is a quantum chemistry calculation of C11H17BBeN6 as an isolated structure in a non-equilibrium geometry, from OMol25.

Geometry as XYZ:
```
36
Properties=species:S:1:pos:R:3
H 0.67659 3.06239 1.62070
N 0.47754 1.64716 0.10192
B 0.04371 0.36184 -2.03115
N 0.42282 1.68318 -1.28434
C 0.70812 2.94125 -1.69028
Be 0.73819 0.30051 0.87505
H 0.79385 3.17402 -2.73867
C 0.88210 3.73209 -0.54334
H 1.15432 4.77202 -0.47685
C 0.67148 2.89566 0.54811
H 0.03676 0.47193 -3.21613
C -1.30445 -1.72912 2.87780
H -0.99586 -1.94851 3.90490
H -0.42028 -1.86894 2.23579
H -2.08145 -2.41557 2.52158
N -1.37088 -0.03813 -1.46253
N 1.04926 -0.73713 -1.49651
N -1.52903 -0.18470 -0.11331
N 1.17492 -0.90365 -0.11992
C -2.54094 -0.27973 -2.10365
C 1.85583 -1.62653 -2.10790
H -2.58449 -0.20957 -3.19078
H 1.95881 -1.61533 -3.18849
C -3.49979 -0.57158 -1.13340
C 2.46541 -2.41389 -1.12563
C -2.81622 -0.49508 0.09929
C 1.97802 -1.96009 0.10320
H -4.53625 -0.80577 -1.27027
H 3.19600 -3.19363 -1.25161
H -3.18487 -0.66921 1.10154
H 2.13402 -2.28382 1.13423
H -1.64597 -0.69305 2.80614
C 1.40953 0.36205 2.40494
H 0.65415 0.73817 3.10602
H 2.22492 1.09644 2.34976
H 1.80412 -0.59568 2.75380
```

Properties
Calculated total energy ... -21704.4909 eV
Total charge ... 0
Kohn-Sham gap ... 9.50 eV

natural (NBO) population analysis, charges in e, atoms 1 to 5:
1 H 0.237
2 N -0.543
3 B 0.557
4 N -0.305
5 C 0.025

=====

# 5
The following is a quantum chemistry calculation of a 4-piece molecular cluster, C23H39F9N3O8 overall in a non-equilibrium geometry, from OMol25.

Geometry as XYZ:
```
82
Properties=species:S:1:pos:R:3
C -2.38178 -2.88689 1.24447
C -1.14168 -3.36781 0.90671
C -0.34550 -2.87045 -0.27784
C -0.29140 -4.07426 -1.24162
N 0.74576 -3.73190 -2.29865
N 0.74038 -4.55492 -3.46448
C 1.06741 -5.95451 -3.25482
C 0.59003 -6.73786 -4.50809
C 2.10589 -3.45109 -1.71766
O 2.99814 -3.12753 -2.71959
C 2.66350 -4.51762 -0.76627
O 3.48175 -3.92283 0.21930
C 3.49055 -4.69533 1.41540
C 4.06115 -6.11159 1.25012
C 1.90468 -2.14582 -0.91256
N 0.95435 -2.37405 0.15675
H -3.26477 -3.50384 1.11911
H -2.52771 -1.89346 1.65810
H -0.70666 -4.17657 1.49809
H -0.95269 -2.07285 -0.71166
H -1.22927 -4.10822 -1.79122
H -0.10558 -5.02643 -0.76689
H 0.42648 -2.81516 -2.62618
H -0.11859 -4.40404 -3.97643
H 0.59184 -6.42915 -2.39563
H 2.14248 -6.10932 -3.20592
H -0.13226 -7.48450 -4.18723
H 0.04871 -6.09915 -5.19991
H 1.39572 -7.27867 -4.98735
H 3.26134 -3.92790 -3.19821
H 3.30067 -5.19090 -1.34983
H 1.92471 -5.14881 -0.26869
H 2.48864 -4.75636 1.85571
H 4.12118 -4.15834 2.11727
H 4.57245 -6.25572 0.30133
H 4.74145 -6.37450 2.05231
H 3.25535 -6.84516 1.27086
H 2.85055 -1.74708 -0.57653
H 1.45877 -1.38514 -1.56511
H 1.35058 -2.90809 0.91722
C 5.06820 1.34762 0.48116
C 3.58039 1.22042 0.73113
O 3.09000 2.32083 1.51362
C 2.81125 3.43230 0.83938
O 2.93265 3.58901 -0.33944
C 2.25329 4.49416 1.79705
F 2.95982 4.55973 2.93306
F 0.98107 4.20816 2.12820
F 2.26618 5.70572 1.23566
H 5.60473 1.45179 1.42433
H 5.44393 0.46923 -0.04359
H 5.29060 2.22982 -0.11820
H 3.37747 0.32284 1.31408
H 3.02181 1.14026 -0.20184
C 0.66569 8.31559 1.64892
C -0.35765 8.23907 0.53739
O -1.60429 8.84066 0.93338
C -1.67614 10.16291 0.81560
O -0.80932 10.88289 0.41787
C -3.07481 10.64447 1.22801
F -3.49061 10.04283 2.35386
F -3.96717 10.36739 0.26081
F -3.08750 11.96019 1.43648
H 0.26971 7.87257 2.56394
H 1.57087 7.79099 1.36695
H 0.92318 9.35023 1.87534
H -0.58822 7.19953 0.31075
H 0.01079 8.69889 -0.37869
C -5.67937 2.62713 0.64722
C -6.40205 1.64827 1.54675
O -6.61571 0.38716 0.87592
C -5.60282 -0.45943 0.88418
O -4.52998 -0.28312 1.38873
C -6.01080 -1.76047 0.17778
F -6.67166 -1.52636 -0.96191
F -6.80691 -2.49887 0.96364
F -4.93304 -2.50645 -0.12462
H -6.21667 2.74869 -0.29368
H -5.59589 3.59796 1.13330
H -4.67677 2.27323 0.40671
H -7.39230 2.02382 1.79341
H -5.86858 1.49214 2.48301
```

Properties
Calculated total energy ... -69780.9569 eV
Total charge ... +1
Kohn-Sham gap ... 8.11 eV

Mulliken population analysis, charges in e, atoms 1 to 5:
1 C -1.078
2 C -0.554
3 C 0.649
4 C -1.019
5 N 0.438

=====

# 6
The following is a quantum chemistry calculation of a 6-piece molecular cluster, C11H34O10 overall in a non-equilibrium geometry, from OMol25.

Geometry as XYZ:
```
55
Properties=species:S:1:pos:R:3
O 8.31975 -16.90964 20.77282
H 8.49624 -17.70746 21.30065
H 7.97956 -16.27231 21.40701
C 8.30683 -20.50487 21.76713
C 7.80383 -20.31080 20.35955
O 6.58279 -19.58159 20.40990
O 8.80177 -19.27490 22.27416
H 9.10983 -21.25451 21.78010
H 7.58060 -21.03195 22.39856
H 7.83817 -21.24423 19.79046
H 8.52027 -19.66249 19.83930
H 6.23353 -19.41723 19.51809
H 9.17173 -19.47874 23.14666
C 3.75618 -21.22878 18.72468
C 3.58304 -19.78891 18.24557
O 4.85805 -19.15591 18.04121
O 4.46138 -21.99497 17.77017
H 2.73664 -21.60963 18.87274
H 4.20701 -21.22283 19.71930
H 3.08945 -19.20013 19.01748
H 3.01164 -19.79648 17.31538
H 5.08288 -19.36785 17.12906
H 4.90316 -22.70704 18.23873
C 10.13733 -25.59462 21.31541
C 10.72711 -24.20768 21.47773
O 11.65958 -24.17000 22.57324
O 9.12174 -25.85343 22.27150
H 10.90811 -26.36640 21.38505
H 9.69488 -25.62193 20.31639
H 9.96680 -23.43861 21.61621
H 11.27518 -24.00963 20.54850
H 11.81987 -23.23552 22.73295
H 9.55887 -26.24125 23.03491
C 4.31442 -19.52300 23.12855
C 4.41094 -18.10312 22.53212
O 5.75124 -17.72323 22.22484
O 4.54767 -20.57955 22.23331
H 3.35404 -19.66741 23.63336
H 5.02198 -19.60263 23.96959
H 3.86666 -17.40481 23.16097
H 3.89801 -18.17631 21.56357
H 6.12619 -18.41454 21.62829
H 5.25059 -20.31340 21.61908
C 8.78521 -21.56216 25.82546
C 9.19984 -20.09132 25.98025
C 9.74921 -19.84884 27.38060
O 10.11097 -19.68091 24.96314
H 9.70031 -22.15731 25.87562
H 8.16112 -21.68897 24.93963
H 8.14734 -21.91036 26.63849
H 8.31731 -19.46701 25.83111
H 9.07172 -20.28818 28.11662
H 9.75282 -18.77165 27.53935
H 10.68410 -20.37749 27.56977
H 10.72077 -20.40849 24.78934
```

Properties
Calculated total energy ... -32431.2968 eV
Total charge ... 0
Structure (SMILES) ... CC(C)O.OCCO.OCCO.OCCO.OCCO.O
Energy above the lowest of the compared OMol25 structures with the same formula, charge and spin ... 5.6 kcal/mol
Kohn-Sham gap ... 9.61 eV

natural (NBO) population analysis, charges in e, atoms 1 to 5:
1 O -0.971
2 H 0.489
3 H 0.471
4 C -0.091
5 C -0.094